Record 1
52
Properties=species:S:1:pos:R:3 method="wB97M-V/def2-TZVPD" orbital_gap_ev="3.72 / 3.18" e_homo_ha="-0.587 / -0.587" spin_multiplicity=8 max_force_ev_per_a=9.02 total_charge=+3
C 3.9629 2.0478 0.5695
C 2.3440 1.6511 0.5395
O 1.4877 2.6743 0.4764
O 1.9786 0.2276 0.6259
C 1.3430 -0.2629 -0.6078
C 0.0672 -1.2860 -0.3539
C 0.4076 -2.1815 0.9760
C 1.6433 -3.2439 0.8059
C 3.1027 -2.7071 1.3245
Br 4.3723 -2.4231 -0.2382
N -0.2121 -2.3033 -1.4373
C -1.5622 -2.9838 -1.4301
O -1.9622 -4.2117 -1.7690
C -2.5047 -1.7596 -0.7891
C -1.4516 -0.6021 -0.1984
C -2.0506 -0.4303 1.3440
C -1.2281 0.7157 2.1799
C -2.2876 1.9161 2.5636
N -2.2174 3.2333 1.7920
O -3.2381 1.7972 3.5293
C -1.6909 0.9019 -0.8060
C -1.9828 0.9639 -2.4180
C -1.4009 2.4448 -2.9334
O -1.2716 -0.0419 -3.2220
H 4.5953 1.2614 1.2044
H 4.1406 3.0952 1.1093
H 4.4224 2.0300 -0.5165
H 2.0990 -0.8729 -1.3013
H 1.0569 0.6967 -1.2411
H -0.5662 -2.8374 1.1920
H 0.5864 -1.5592 1.9596
H 1.3723 -4.1812 1.4940
H 1.7911 -3.6733 -0.2722
H 3.0402 -1.7657 2.0356
H 3.5947 -3.5681 1.9878
H 0.5942 -2.8017 -1.8715
H -3.3479 -1.3511 -1.5276
H -3.0798 -2.3336 0.0641
H -2.1158 -1.4672 1.9247
H -3.1859 -0.0820 1.2271
H -0.2742 1.0942 1.6178
H -0.8869 0.2084 3.1983
H -2.4417 4.0385 2.4177
H -1.2637 3.3465 1.3727
H -0.7951 1.6520 -0.5621
H -2.6411 1.3961 -0.2792
H -3.1191 0.9132 -2.7116
H -0.2206 2.3564 -2.8742
H -1.7101 3.3273 -2.2271
H -1.6517 2.6265 -4.0711
H -0.4940 0.3451 -3.7229
Gd 4.8521 3.9694 -0.1498



Record 2
50
Properties=species:S:1:pos:R:3 method="wB97M-V/def2-TZVPD" orbital_gap_ev="7.46 / 4.75" e_homo_ha="-0.496 / -0.562" spin_multiplicity=5 max_force_ev_per_a=4.30 total_charge=+2
C 0.3497 -0.1448 -6.8363
C 0.1557 0.2684 -5.4087
H 1.4280 -0.1633 -7.0068
H -0.1161 0.5737 -7.5228
H -0.0678 -1.1435 -7.0113
O 1.0070 0.5651 -4.6042
Cl -1.5625 0.3038 -4.9014
Ir 0.0151 0.0558 0.0670
P -0.2719 2.2559 -0.5452
C 1.0428 3.2779 0.2082
C -0.2148 2.7170 -2.3112
H -0.3833 3.8050 -2.3968
H -1.8789 4.0545 -0.3061
H -0.9877 2.1736 -2.8742
H -2.6823 2.4632 -0.4174
H 2.0098 3.0044 -0.2317
H 0.7645 2.4520 -2.7352
C -1.8389 3.0083 0.0222
H 0.8347 4.3369 0.0092
H -1.9162 2.9761 1.1135
H 1.0732 3.1137 1.2916
P -0.0636 -2.2274 -0.2196
C 1.3293 -3.0226 0.6646
C -1.5678 -3.0075 0.4871
H -0.7740 -2.5422 -2.5435
H -0.0518 -4.0362 -1.8476
H 1.0042 -2.6763 -2.3613
C 0.0348 -2.9375 -1.9108
H -2.4485 -2.6280 -0.0436
H -1.5133 -4.0933 0.3432
H 1.2110 -4.1121 0.6207
H 1.3751 -2.7092 1.7138
H -1.7015 -2.8060 1.5549
H 2.2712 -2.7440 0.1781
C 1.7520 0.2023 0.7140
O 2.8462 0.2820 1.0889
Cl -0.5621 2.7127 3.3503
C -0.1059 1.1163 3.8367
C 0.6187 0.9825 5.0263
C 1.0059 -0.2934 5.4571
C 0.6951 -1.4178 4.6942
C -0.0301 -1.2726 3.5124
C -0.4061 -0.0114 3.0444
C -1.1862 0.1062 1.7354
H 0.8631 1.8711 5.5995
H 1.5402 -0.4033 6.4069
H 1.0078 -2.4202 5.0074
H -0.2763 -2.1429 2.8970
H -1.8663 -0.7514 1.6622
H -1.7615 1.0287 1.7288



Record 3
53
Properties=species:S:1:pos:R:3 method="wB97M-V/def2-TZVPD" orbital_gap_ev=7.17 e_homo_ha=-0.545 spin_multiplicity=1 max_force_ev_per_a=0.53 total_charge=+2
Zr 0.5137 0.3634 -0.7995
C -1.2765 -0.6991 -3.3728
O -0.8958 -0.4169 -1.9817
Si -1.9292 -1.1632 -0.5640
C -3.5691 -0.3744 -0.8712
C -1.9520 -2.9400 -1.0642
C -0.7973 -0.5476 0.7640
Si -1.3812 1.0321 1.5845
C -0.9772 2.2711 0.1405
C -0.4872 1.5042 3.1388
C -3.1968 1.1508 1.9742
Si 0.4105 -1.8351 1.3811
C 1.3162 -1.3995 2.9384
C 1.6209 -1.8659 -0.1519
C -0.2463 -3.5604 1.6193
H -2.3471 -0.5427 -3.4640
H -1.0043 -1.7279 -3.5907
H -0.7355 -0.0078 -4.0089
H -3.9771 -0.7750 -1.8019
H -3.5490 0.7122 -0.9392
H -4.2725 -0.6487 -0.0824
H -2.5379 -3.0306 -1.9819
H -2.4634 -3.5388 -0.3078
H -0.9723 -3.3846 -1.2334
H 0.0579 2.6507 0.0631
H -1.5333 3.1983 0.3024
H -1.3433 1.9540 -0.8599
H 0.5968 1.5410 3.1168
H -0.7848 0.8172 3.9346
H -0.8440 2.4950 3.4341
H -3.8628 1.3264 1.1343
H -3.3304 1.9834 2.6693
H -3.5245 0.2474 2.4943
H 1.8041 -0.4323 2.9975
H 2.0788 -2.1655 3.1052
H 0.6151 -1.4725 3.7736
H 2.4092 -1.0927 -0.2145
H 1.1171 -1.9782 -1.1363
H 2.2218 -2.7772 -0.0957
H -1.1949 -3.5309 2.1604
H 0.4648 -4.0962 2.2530
H -0.3808 -4.1529 0.7185
Cl 2.3982 1.3991 1.2490
C 3.0594 1.9609 -0.2805
C 2.2721 1.5576 -1.3327
C 2.6748 1.9234 -2.6045
Cl 1.6695 1.3972 -3.9239
C 3.8255 2.6718 -2.8204
Cl 4.2982 3.1107 -4.3967
C 4.5954 3.0601 -1.7041
Cl 6.0050 3.9732 -1.9357
C 4.2162 2.7023 -0.3966
Cl 5.1255 3.1526 0.9698



Record 4
51
Properties=species:S:1:pos:R:3 method="wB97M-V/def2-TZVPD" orbital_gap_ev=9.72 e_homo_ha=-0.330 smiles="CC(C)OCCCNC(=O)c1cc(S(=O)(=O)N2CCCCC2)c[nH]1" spin_multiplicity=1 max_force_ev_per_a=1.01
C -3.4073 -3.6924 0.4158
C -3.4360 -2.1732 0.5848
C -2.3126 -1.7004 1.5026
O -3.2875 -1.5383 -0.6865
C -4.4900 -1.2015 -1.3464
C -5.0417 0.1701 -0.9295
C -4.1819 1.3175 -1.4658
N -2.8240 1.2101 -0.9912
C -2.2394 2.1370 -0.2090
O -2.7214 3.2295 0.0517
C -0.9263 1.7310 0.3247
C -0.1481 0.6053 0.1541
C 0.9698 0.7568 0.9897
S 2.2353 -0.4592 1.1852
O 1.6179 -1.7521 1.2552
O 3.1035 -0.0596 2.2597
N 3.0143 -0.3490 -0.2983
C 3.8194 0.8477 -0.4049
C 4.2535 1.0420 -1.8552
C 5.0193 -0.1871 -2.3379
C 4.1588 -1.4330 -2.1434
C 3.7392 -1.5441 -0.6810
C 0.8488 1.9653 1.6399
N -0.2952 2.5412 1.2244
H -4.1886 -4.0174 -0.2684
H -2.4446 -3.9952 0.0129
H -3.5587 -4.1782 1.3754
H -4.4013 -1.8764 1.0212
H -2.4277 -2.1541 2.4829
H -1.3423 -1.9830 1.1031
H -2.3403 -0.6189 1.6118
H -5.2502 -1.9736 -1.1740
H -4.2503 -1.1910 -2.4145
H -5.0801 0.2270 0.1600
H -6.0566 0.2752 -1.3145
H -4.1838 1.2944 -2.5620
H -4.5702 2.2836 -1.1331
H -2.4327 0.2777 -1.0216
H -0.3272 -0.2395 -0.4775
H 3.2043 1.6838 -0.0649
H 4.6993 0.7796 0.2521
H 3.3645 1.1820 -2.4722
H 4.8739 1.9360 -1.9320
H 5.2881 -0.0735 -3.3896
H 5.9418 -0.2894 -1.7618
H 3.2649 -1.3591 -2.7643
H 4.7097 -2.3291 -2.4320
H 3.0659 -2.3860 -0.5173
H 4.6287 -1.6776 -0.0459
H 1.5038 2.4103 2.3609
H -0.6837 3.4285 1.5095